The following is a DFT calculation (wB97M-V/def2-TZVPD) of 9 unconnected molecules or ions with the total composition C76H163N9O9.

Calculated values
SMILES = CC1(C)CCCC(C)(C)N1O.CC1(C)CCCC(C)(C)N1O.CC1(C)CCCC(C)(C)N1O.CC1(C)CCCC(C)(C)N1O.CC1(C)CCCC(C)(C)N1O.CC1(C)CCCC(C)(C)N1O.CC1(C)CCCC(C)(C)N1O.CC1(C)CCCC(C)(C)N1O.COC[C@H](C)N
maximum force = 3.2 eV Å⁻¹
HOMO-LUMO gap = 0.3252 Eh
relative energy (zero: lowest compared OMol25 entry of this formula, charge and spin) = 50.1 kcal per mole
E_HOMO = -8.38 eV
LUMO level = 0.0174 Eh
E = -4163.055308 Eh

Positions of all 257 atoms, in Å:
C -5.95075 0.54801 6.02404
C -5.21551 -0.60806 5.29563
C -4.91327 -0.27088 3.79203
C -3.85215 -1.17451 3.13188
C -2.60405 -1.43041 4.03967
C -2.97283 -1.76123 5.47239
N -3.90393 -0.72376 5.95951
O -4.15984 -1.04648 7.36765
C -3.37309 -3.21915 5.55991
C -1.62550 -1.59208 6.27232
C -6.18358 -1.77107 5.33460
H -5.20046 1.32609 6.26063
H -6.31697 0.21650 6.99920
H -6.78723 0.87828 5.44432
H -5.88066 -0.29016 3.27511
H -4.62246 0.79785 3.71123
H -3.53249 -0.71253 2.18394
H -4.22594 -2.17871 2.81249
H -1.88775 -0.53271 4.07832
H -1.97954 -2.26413 3.64353
H -2.57304 -3.82962 5.18811
H -3.63936 -3.49462 6.58017
H -4.25212 -3.47120 4.99287
H -1.60906 -2.20074 7.20823
H -0.81485 -1.89429 5.63466
H -1.59119 -0.55883 6.58631
H -5.87157 -2.47482 4.57703
H -7.18020 -1.48228 5.12617
H -6.18302 -2.24568 6.26392
H -4.44837 -1.95997 7.32682
C 4.87423 -6.03914 -2.53676
C 5.40312 -5.11064 -3.62202
C 4.15902 -4.60738 -4.35165
C 3.44717 -3.48965 -3.58938
C 4.34036 -2.36544 -3.10556
C 5.56763 -2.83755 -2.36711
N 6.17952 -3.92183 -3.23475
O 7.42030 -4.28924 -2.52253
C 6.65737 -1.69891 -2.36665
C 5.33723 -3.21496 -0.93404
C 6.30729 -5.88825 -4.50567
H 4.04840 -5.60098 -1.94187
H 5.65769 -6.42092 -1.87918
H 4.45456 -6.93218 -3.06548
H 4.38276 -4.27348 -5.36142
H 3.50880 -5.51954 -4.46896
H 3.01204 -3.93510 -2.68923
H 2.60581 -3.11016 -4.20006
H 3.74657 -1.70983 -2.46374
H 4.75965 -1.84170 -3.92683
H 6.25871 -0.72740 -2.04489
H 7.45161 -1.87205 -1.60502
H 7.14888 -1.69993 -3.36535
H 6.22122 -3.81559 -0.59856
H 5.22068 -2.33536 -0.23470
H 4.45329 -3.86172 -0.77985
H 5.86843 -6.66424 -5.12834
H 7.14727 -6.35878 -4.01924
H 6.77273 -5.16917 -5.19510
H 8.07781 -4.00841 -3.16134
C -1.17960 1.54498 0.21844
C 0.08602 0.62663 0.35331
C 0.63486 0.64225 1.77797
C 1.73725 -0.37522 1.97644
C 1.16884 -1.73814 1.73037
C 0.52051 -1.98429 0.32808
N -0.34121 -0.79412 0.16784
O -1.05044 -0.85555 -1.04047
C 1.52644 -2.24565 -0.69811
C -0.46165 -3.20697 0.41547
C 1.15198 1.06810 -0.66206
H -1.86550 1.21806 1.00024
H -1.63840 1.56219 -0.73712
H -0.86244 2.58848 0.44952
H 0.92304 1.65958 2.10920
H -0.15487 0.39698 2.49497
H 2.23235 -0.35040 2.95862
H 2.64043 -0.11473 1.36130
H 0.39734 -1.88762 2.49533
H 1.94799 -2.47385 1.82587
H 2.25264 -1.43770 -0.75838
H 2.05234 -3.21020 -0.52118
H 1.11775 -2.41992 -1.71293
H -0.81154 -3.48292 -0.58547
H 0.01813 -4.06723 0.89092
H -1.35416 -2.89326 0.97784
H 0.80592 0.94857 -1.68917
H 2.12066 0.60502 -0.48975
H 1.24233 2.16366 -0.54185
H -0.34744 -0.89017 -1.70412
C -4.27425 1.81320 -2.24630
C -5.00163 0.77824 -1.49221
C -6.50644 1.09760 -1.69574
C -7.34758 0.06204 -1.04961
C -7.02689 -1.30146 -1.69341
C -5.58545 -1.70993 -1.71359
N -4.82201 -0.53469 -2.12637
O -3.42264 -0.89550 -2.18501
C -5.23213 -2.35830 -0.37639
C -5.30687 -2.88450 -2.66941
C -4.51552 0.89491 -0.05139
H -3.22229 1.54453 -2.19542
H -4.48470 2.80082 -1.79061
H -4.64526 1.88478 -3.30232
H -6.85229 2.07457 -1.30969
H -6.71329 1.01090 -2.76489
H -8.44660 0.14935 -1.19209
H -7.23212 0.04814 0.04578
H -7.46438 -1.25122 -2.70960
H -7.57719 -2.08945 -1.20632
H -5.55645 -1.80879 0.54545
H -5.71081 -3.31121 -0.43044
H -4.20731 -2.58800 -0.21075
H -5.36114 -2.44464 -3.66064
H -4.42330 -3.46509 -2.54941
H -6.13571 -3.56291 -2.72108
H -3.53157 0.48894 0.11646
H -5.15347 0.40124 0.70063
H -4.40858 1.97803 0.11170
H -3.03725 -1.04639 -1.31554
C 2.69921 3.93173 -2.47512
C 1.56888 4.89445 -3.09329
C 0.21980 4.53920 -2.46155
C 0.09789 4.97195 -0.99648
C 0.31879 6.44440 -0.86007
C 1.68639 6.91563 -1.39029
N 1.81648 6.36811 -2.84616
O 3.13883 6.59858 -3.35905
C 1.63263 8.41305 -1.49144
C 2.83750 6.47656 -0.51720
C 1.44310 4.70739 -4.55627
H 2.79376 2.95687 -2.96538
H 2.46305 3.66223 -1.45117
H 3.67233 4.29536 -2.69918
H -0.59784 5.05430 -2.98057
H 0.13477 3.46351 -2.56926
H 0.73475 4.43891 -0.28905
H -0.91026 4.60603 -0.71143
H 0.37853 6.88064 0.17382
H -0.38354 6.94221 -1.47210
H 1.05458 8.54091 -2.38244
H 1.17146 9.00647 -0.68068
H 2.60741 8.79906 -1.72298
H 2.77674 5.36820 -0.30733
H 3.81526 6.62467 -0.94753
H 2.72904 7.09000 0.39204
H 0.71059 5.43450 -4.91827
H 1.06890 3.65036 -4.77652
H 2.36538 4.80034 -5.05228
H 2.93244 6.89088 -4.23628
C -3.10243 -5.47426 -1.24623
C -2.60559 -6.55921 -2.14904
C -3.18358 -6.46476 -3.57010
C -2.41604 -7.13177 -4.68143
C -0.93160 -6.77568 -4.62963
C -0.24887 -7.11660 -3.26143
N -1.10595 -6.33417 -2.24894
O -0.46010 -6.66630 -0.98140
C -0.26120 -8.61109 -3.03926
C 1.16100 -6.52672 -3.22946
C -2.95456 -7.94334 -1.58166
H -2.58591 -5.55790 -0.27371
H -4.22196 -5.56188 -1.11241
H -2.89055 -4.47641 -1.63202
H -4.23727 -6.69789 -3.51103
H -3.25366 -5.38914 -3.76021
H -2.80384 -6.76532 -5.64243
H -2.51753 -8.20454 -4.60847
H -0.88577 -5.65746 -4.67869
H -0.42937 -7.16208 -5.54604
H -1.06733 -9.14012 -3.48693
H 0.65528 -8.97297 -3.50081
H -0.18264 -8.89529 -1.98610
H 1.62806 -6.81387 -2.30189
H 1.77665 -6.90388 -4.05209
H 1.10039 -5.40638 -3.30969
H -2.21554 -8.28242 -0.85965
H -3.14207 -8.68655 -2.43899
H -3.89873 -7.83486 -1.03641
H -0.24043 -5.84209 -0.58233
C -1.66563 2.31865 5.84902
C -1.35740 3.44120 4.80748
C -2.03218 3.12656 3.49614
C -1.92173 4.27098 2.52211
C -2.72408 5.47281 3.02868
C -2.14106 5.90315 4.40423
N -2.17853 4.65263 5.25861
O -1.60615 5.00785 6.52663
C -0.77075 6.60880 4.29221
C -3.22984 6.78478 5.04014
C 0.12825 3.67071 4.75666
H -0.88221 2.24876 6.61695
H -1.69958 1.40983 5.27437
H -2.69219 2.56289 6.23102
H -1.59578 2.32334 2.93698
H -3.05206 2.83438 3.63403
H -2.49218 3.91800 1.61419
H -0.92471 4.59846 2.30006
H -3.76425 5.09484 3.23259
H -2.80186 6.30349 2.34225
H -0.12305 6.25880 5.06597
H -0.22035 6.39979 3.36362
H -0.90019 7.73472 4.44785
H -2.88570 7.26935 5.99515
H -3.64470 7.54094 4.31296
H -4.00283 6.09664 5.34657
H 0.26664 4.43597 3.98440
H 0.54660 2.67666 4.55629
H 0.38216 3.99805 5.77647
H -2.24185 4.71430 7.21240
C 7.45781 3.65661 -0.13908
C 6.60553 3.73392 1.10315
C 5.17416 4.07086 0.72915
C 4.16927 4.00704 1.92537
C 4.18051 2.57645 2.51912
C 5.61206 2.04948 2.86547
N 6.58037 2.36783 1.72527
O 7.85772 1.96712 2.12430
C 6.11371 2.70967 4.10755
C 5.69883 0.49877 2.96913
C 7.11128 4.90936 1.92952
H 8.53039 3.90269 0.04384
H 7.10885 4.43394 -0.80824
H 7.36368 2.67868 -0.60335
H 5.14774 5.02791 0.24160
H 4.79697 3.34245 -0.04749
H 3.17737 4.20823 1.49336
H 4.32694 4.70895 2.76659
H 3.83016 1.86595 1.74984
H 3.47164 2.62099 3.39210
H 5.92071 3.80623 4.09122
H 5.51949 2.31517 4.97333
H 7.14864 2.47283 4.29863
H 5.68908 0.17829 1.95530
H 6.66013 0.20236 3.38777
H 4.95385 0.02958 3.64581
H 6.37276 5.50390 2.38982
H 7.93989 5.52968 1.58956
H 7.61914 4.40430 2.76583
H 8.29334 1.53974 1.34602
C -1.19694 -2.46132 -4.71978
C -0.59972 -1.06973 -5.02857
C -1.63671 -0.00114 -4.83322
O -0.91788 1.19838 -5.19512
C -1.66994 2.40511 -5.25027
N 0.36624 -0.83990 -3.92270
H -1.50859 -2.42704 -3.68710
H -0.47447 -3.26580 -4.96304
H -2.06198 -2.54639 -5.40295
H -0.15118 -1.03314 -6.04250
H -1.98806 -0.03820 -3.79264
H -2.49479 -0.15607 -5.49966
H -0.97367 3.15385 -5.62305
H -2.18046 2.57722 -4.30467
H -2.52997 2.36757 -5.96118
H 1.14277 -1.48492 -3.98716
H 0.77095 0.08262 -4.09120

Results of the Löwdin charge analysis, in e, for atoms 1 through 99:
1 C -0.029
2 C -0.509
3 C -0.113
4 C -0.154
5 C -0.141
6 C -0.532
7 N -0.044
8 O -0.027
9 C -0.030
10 C -0.017
11 C -0.034
12 H 0.087
13 H 0.080
14 H 0.074
15 H 0.112
16 H 0.114
17 H 0.084
18 H 0.112
19 H 0.118
20 H 0.115
21 H 0.090
22 H 0.085
23 H 0.062
24 H 0.093
25 H 0.070
26 H 0.065
27 H 0.069
28 H 0.082
29 H 0.065
30 H 0.055
31 C -0.034
32 C -0.558
33 C -0.125
34 C -0.179
35 C -0.139
36 C -0.512
37 N -0.049
38 O -0.046
39 C -0.038
40 C -0.045
41 C -0.055
42 H 0.069
43 H 0.089
44 H 0.097
45 H 0.120
46 H 0.111
47 H 0.077
48 H 0.106
49 H 0.109
50 H 0.109
51 H 0.080
52 H 0.082
53 H 0.092
54 H 0.096
55 H 0.101
56 H 0.062
57 H 0.091
58 H 0.079
59 H 0.096
60 H 0.094
61 C -0.003
62 C -0.449
63 C -0.143
64 C -0.195
65 C -0.121
66 C -0.499
67 N -0.083
68 O -0.054
69 C -0.048
70 C -0.012
71 C -0.007
72 H 0.067
73 H 0.054
74 H 0.073
75 H 0.119
76 H 0.104
77 H 0.115
78 H 0.103
79 H 0.115
80 H 0.116
81 H 0.070
82 H 0.101
83 H 0.084
84 H 0.067
85 H 0.085
86 H 0.083
87 H 0.076
88 H 0.066
89 H 0.066
90 H 0.051
91 C -0.060
92 C -0.530
93 C -0.144
94 C -0.195
95 C -0.141
96 C -0.514
97 N -0.037
98 O -0.053
99 C -0.032